(1)
C54H67LaNO9PS | ωB97M-V/def2-TZVPD

Atoms and positions in Å:
La (-0.13, -1.12, -0.59)
C (-4.02, 3.15, -3.29)
C (-3.44, 3.50, -1.93)
C (-3.83, 4.89, -1.47)
O (-3.85, 2.52, -1.01)
C (-2.78, 2.32, -0.08)
C (-1.58, 2.41, -1.04)
O (-2.01, 3.40, -1.97)
C (-0.18, 2.68, -0.46)
O (0.14, 1.49, 0.21)
C (0.90, 2.98, -1.53)
C (0.67, 3.18, -2.88)
C (1.73, 3.35, -3.77)
C (3.04, 3.36, -3.32)
C (3.28, 3.22, -1.95)
C (2.22, 3.04, -1.08)
C (-0.13, 3.89, 0.48)
C (-0.61, 5.14, 0.06)
C (-0.51, 6.24, 0.90)
C (0.08, 6.13, 2.15)
C (0.59, 4.91, 2.55)
C (0.48, 3.80, 1.72)
C (-3.07, 0.99, 0.69)
O (-2.47, -0.10, 0.08)
C (-2.66, 1.05, 2.18)
C (-2.04, 2.12, 2.81)
C (-1.69, 2.06, 4.15)
C (-1.98, 0.93, 4.91)
C (-2.64, -0.13, 4.30)
C (-2.99, -0.06, 2.96)
C (-4.61, 0.85, 0.77)
C (-5.36, 1.88, 1.34)
C (-6.73, 1.77, 1.47)
C (-7.39, 0.62, 1.04)
C (-6.65, -0.41, 0.48)
C (-5.27, -0.29, 0.35)
H (-5.10, 3.25, -3.27)
H (-3.77, 2.11, -3.53)
H (-3.61, 3.81, -4.05)
H (-4.92, 4.97, -1.44)
H (-3.43, 5.64, -2.16)
H (-3.43, 5.09, -0.48)
H (-2.76, 3.17, 0.61)
H (-1.51, 1.44, -1.54)
H (-0.33, 3.23, -3.26)
H (1.52, 3.49, -4.82)
H (3.86, 3.49, -4.01)
H (4.29, 3.24, -1.57)
H (2.43, 2.94, -0.02)
H (-1.04, 5.24, -0.92)
H (-0.90, 7.20, 0.56)
H (0.16, 7.00, 2.79)
H (1.07, 4.81, 3.52)
H (0.86, 2.84, 2.04)
H (-1.79, 3.01, 2.26)
H (-1.19, 2.90, 4.61)
H (-1.70, 0.89, 5.95)
H (-2.90, -1.01, 4.88)
H (-3.54, -0.88, 2.52)
H (-4.86, 2.77, 1.69)
H (-7.30, 2.58, 1.92)
H (-8.46, 0.53, 1.14)
H (-7.14, -1.31, 0.15)
H (-4.71, -1.12, -0.07)
S (-0.35, -4.26, -4.55)
C (-0.45, -5.25, -3.17)
C (-0.39, -4.52, -2.02)
C (-0.24, -3.11, -2.19)
C (-0.23, -2.84, -3.54)
C (-0.34, -1.54, -4.19)
C (-0.03, -1.36, -5.54)
C (-0.31, -0.15, -6.15)
C (-0.91, 0.85, -5.41)
C (-1.13, 0.62, -4.06)
N (-0.84, -0.53, -3.45)
H (-0.57, -6.32, -3.28)
H (-0.48, -5.01, -1.06)
H (0.41, -2.17, -6.10)
H (-0.08, -0.01, -7.20)
H (-1.18, 1.81, -5.84)
H (-1.60, 1.38, -3.46)
O (2.28, 0.26, 0.27)
H (1.53, 0.95, 0.29)
H (2.58, 0.15, 1.18)
O (-2.93, -2.03, -1.53)
H (-3.05, -1.14, -1.11)
H (-3.21, -1.96, -2.45)
O (-1.83, -2.41, 1.04)
H (-2.40, -3.04, 0.57)
H (-2.29, -1.52, 0.88)
O (0.08, -0.39, 2.05)
H (-0.71, -0.58, 2.57)
H (-0.07, 0.52, 1.69)
O (1.86, -0.13, -2.35)
H (1.63, 0.66, -2.87)
H (2.47, 0.19, -1.67)
C (4.86, -1.70, -0.46)
C (4.23, -3.09, -0.28)
C (3.47, -3.45, -1.57)
C (5.37, -4.09, -0.11)
P (2.90, -2.87, 1.05)
C (3.78, -2.15, 2.50)
C (3.11, -1.14, 3.20)
C (3.67, -0.56, 4.34)
C (4.90, -0.99, 4.79)
C (5.57, -2.00, 4.12)
C (5.01, -2.58, 2.99)
C (2.34, -4.52, 1.79)
C (3.39, -5.60, 2.05)
C (1.26, -5.07, 0.86)
C (1.66, -4.17, 3.12)
H (5.54, -1.73, -1.32)
H (5.44, -1.41, 0.42)
H (4.11, -0.93, -0.64)
H (4.15, -3.38, -2.42)
H (2.63, -2.79, -1.76)
H (3.09, -4.47, -1.54)
H (5.98, -4.06, -1.01)
H (5.02, -5.12, 0.01)
H (6.02, -3.85, 0.72)
H (2.12, -0.83, 2.88)
H (3.13, 0.21, 4.86)
H (5.34, -0.54, 5.68)
H (6.54, -2.35, 4.48)
H (5.55, -3.37, 2.50)
H (3.72, -6.07, 1.13)
H (2.93, -6.39, 2.66)
H (4.26, -5.23, 2.59)
H (1.64, -5.24, -0.15)
H (0.43, -4.37, 0.80)
H (0.88, -6.02, 1.25)
H (2.38, -3.91, 3.90)
H (1.08, -5.03, 3.47)
H (0.97, -3.33, 3.01)

spin multiplicity: 1
LUMO: 0.018 Ha
F_max: 1.41 eV/A
orbital gap: 8.333 eV
charge: 0

(2)
C54H69N2P2RhSSb | ωB97M-V/def2-TZVPD

Atoms and positions in Å:
Rh (-0.20, 0.86, 1.46)
C (-0.02, -3.39, 3.80)
C (-0.54, -2.27, 2.90)
C (-1.74, -1.58, 3.56)
P (0.74, -1.02, 2.37)
C (2.02, -2.10, 1.55)
C (3.37, -2.13, 2.28)
C (2.18, -1.65, 0.10)
C (1.35, -0.33, 3.95)
C (1.89, -1.06, 5.00)
C (2.12, -0.48, 6.23)
C (1.78, 0.85, 6.44)
C (1.27, 1.61, 5.40)
C (1.09, 1.05, 4.13)
N (0.62, 1.78, 3.05)
C (0.72, 3.17, 3.01)
C (1.79, 3.88, 3.59)
C (1.86, 5.25, 3.47)
C (0.88, 5.95, 2.78)
C (-0.16, 5.26, 2.16)
C (-0.24, 3.88, 2.26)
P (-1.45, 2.81, 1.41)
C (-2.00, 3.82, -0.05)
C (-3.13, 4.81, 0.23)
C (-2.39, 2.89, -1.20)
C (-2.91, 2.75, 2.56)
C (-3.95, 1.77, 2.01)
C (-2.47, 2.38, 3.98)
H (-0.75, -4.20, 3.80)
H (0.08, -3.04, 4.83)
H (0.93, -3.80, 3.47)
H (-0.86, -2.70, 1.94)
H (-1.45, -1.12, 4.51)
H (-2.53, -2.31, 3.77)
H (-2.16, -0.81, 2.91)
H (1.60, -3.11, 1.55)
H (3.71, -1.13, 2.54)
H (4.12, -2.59, 1.63)
H (3.32, -2.72, 3.19)
H (2.46, -0.60, 0.03)
H (1.24, -1.77, -0.44)
H (2.93, -2.26, -0.41)
H (2.12, -2.11, 4.86)
H (2.53, -1.07, 7.04)
H (1.91, 1.30, 7.41)
H (0.97, 2.63, 5.59)
H (2.59, 3.34, 4.08)
H (2.69, 5.78, 3.91)
H (0.93, 7.03, 2.70)
H (-0.89, 5.81, 1.59)
H (-1.10, 4.37, -0.35)
H (-4.07, 4.29, 0.38)
H (-3.24, 5.46, -0.63)
H (-2.95, 5.44, 1.10)
H (-3.26, 2.28, -0.93)
H (-1.57, 2.21, -1.45)
H (-2.64, 3.47, -2.09)
H (-3.33, 3.76, 2.58)
H (-3.48, 0.84, 1.69)
H (-4.47, 2.19, 1.15)
H (-4.69, 1.54, 2.77)
H (-1.91, 1.44, 3.99)
H (-3.35, 2.25, 4.60)
H (-1.85, 3.16, 4.42)
C (3.58, 1.74, -5.54)
C (2.60, 1.54, -4.42)
C (1.28, 1.19, -4.68)
C (0.35, 0.97, -3.65)
C (-1.07, 0.62, -4.01)
C (0.78, 1.09, -2.36)
C (2.10, 1.51, -2.02)
C (3.00, 1.72, -3.10)
N (2.34, 1.64, -0.71)
C (3.51, 2.24, -0.09)
C (3.55, 1.71, 1.35)
C (4.89, 1.95, -0.71)
C (3.26, 3.76, -0.08)
H (3.13, 1.49, -6.50)
H (4.46, 1.11, -5.40)
H (3.92, 2.78, -5.58)
H (0.95, 1.08, -5.72)
H (-1.49, 1.38, -4.67)
H (-1.71, 0.54, -3.13)
H (-1.10, -0.32, -4.55)
H (0.11, 0.90, -1.52)
H (4.02, 2.01, -2.93)
H (4.01, 0.72, 1.37)
H (2.52, 1.62, 1.70)
H (4.11, 2.38, 2.00)
H (4.95, 0.91, -1.05)
H (5.65, 2.10, 0.05)
H (5.13, 2.62, -1.53)
H (2.31, 3.98, 0.43)
H (3.20, 4.13, -1.10)
H (4.07, 4.27, 0.45)
S (-1.52, -0.32, 0.15)
Sb (-1.18, -2.42, -1.98)
C (-1.04, -4.44, -1.25)
C (-1.67, -4.77, -0.06)
C (-1.55, -6.04, 0.47)
C (-0.78, -7.00, -0.19)
C (-0.15, -6.67, -1.38)
C (-0.28, -5.40, -1.91)
C (-0.46, -2.78, -3.99)
C (-1.31, -2.87, -5.09)
C (-0.77, -3.01, -6.37)
C (0.60, -3.03, -6.55)
C (1.45, -2.94, -5.45)
C (0.92, -2.81, -4.18)
C (-3.30, -2.44, -2.34)
C (-4.12, -1.36, -1.99)
C (-5.48, -1.40, -2.28)
C (-6.02, -2.50, -2.92)
C (-5.21, -3.58, -3.26)
C (-3.86, -3.55, -2.96)
H (-2.28, -4.03, 0.46)
H (-2.04, -6.29, 1.40)
H (-0.68, -7.99, 0.23)
H (0.44, -7.41, -1.90)
H (0.22, -5.16, -2.85)
H (-2.38, -2.83, -4.96)
H (-1.43, -3.09, -7.22)
H (1.02, -3.12, -7.54)
H (2.52, -2.95, -5.60)
H (1.58, -2.72, -3.32)
H (-3.70, -0.50, -1.49)
H (-6.11, -0.57, -2.00)
H (-7.08, -2.52, -3.16)
H (-5.64, -4.45, -3.75)
H (-3.24, -4.41, -3.20)

spin multiplicity: 5
LUMO (alpha / beta): -0.069 / -0.177 Ha
F_max: 1.16 eV/A
orbital gap (alpha / beta): 7.428 / 4.901 eV
charge: +1

(3)
C54H72N6O12 | ωB97M-V/def2-TZVPD

Atoms and positions in Å:
C (-1.21, -3.72, -4.66)
C (-1.19, -3.13, -5.94)
C (-0.15, -2.22, -6.28)
C (0.90, -1.83, -5.38)
C (0.86, -2.39, -4.13)
C (-0.24, -3.25, -3.73)
N (1.94, -0.90, -5.71)
O (1.73, -0.17, -6.67)
O (2.87, -0.76, -4.97)
H (-1.97, -4.41, -4.36)
H (-1.94, -3.39, -6.68)
H (-0.03, -1.74, -7.24)
H (1.57, -2.04, -3.40)
H (-0.25, -3.52, -2.69)
C (2.16, 5.24, 3.62)
C (2.73, 4.14, 2.97)
C (3.61, 3.30, 3.53)
C (4.01, 3.53, 4.82)
C (3.55, 4.70, 5.51)
C (2.64, 5.56, 4.87)
N (4.83, 2.56, 5.55)
O (5.59, 1.84, 4.89)
O (4.80, 2.54, 6.80)
H (1.46, 5.90, 3.13)
H (2.48, 3.85, 1.96)
H (3.86, 2.38, 3.01)
H (3.88, 5.00, 6.49)
H (2.34, 6.45, 5.41)
C (1.05, -1.32, 8.82)
C (1.93, -0.31, 8.56)
C (1.66, 0.55, 7.46)
C (0.51, 0.54, 6.70)
C (-0.42, -0.39, 7.04)
C (-0.14, -1.31, 8.09)
N (0.17, 1.57, 5.76)
O (1.16, 2.21, 5.34)
O (-1.04, 1.71, 5.42)
H (1.21, -2.07, 9.58)
H (2.84, -0.23, 9.14)
H (2.39, 1.31, 7.25)
H (-1.36, -0.41, 6.50)
H (-0.89, -2.06, 8.32)
C (3.78, 2.44, -3.07)
C (2.89, 2.90, -4.03)
C (2.33, 4.20, -3.79)
C (2.65, 5.00, -2.69)
C (3.58, 4.43, -1.84)
C (4.16, 3.17, -2.01)
N (2.02, 6.35, -2.47)
O (1.16, 6.85, -3.18)
O (2.48, 6.99, -1.54)
H (4.32, 1.51, -3.19)
H (2.58, 2.40, -4.94)
H (1.51, 4.59, -4.38)
H (3.83, 5.00, -0.96)
H (4.92, 2.89, -1.30)
C (-1.08, 0.57, 2.42)
C (0.02, 1.40, 2.45)
C (1.03, 1.25, 1.50)
C (1.01, 0.18, 0.58)
C (-0.17, -0.65, 0.56)
C (-1.21, -0.46, 1.49)
N (2.10, 0.01, -0.37)
O (1.95, -0.94, -1.18)
O (3.01, 0.85, -0.31)
H (-1.83, 0.77, 3.18)
H (0.07, 2.21, 3.17)
H (1.89, 1.90, 1.49)
H (-0.26, -1.41, -0.20)
H (-2.05, -1.13, 1.42)
C (-5.93, -5.29, 2.80)
C (-6.30, -5.45, 1.48)
C (-5.43, -5.03, 0.45)
C (-4.20, -4.35, 0.82)
C (-3.97, -4.16, 2.21)
C (-4.81, -4.60, 3.19)
N (-3.18, -4.07, -0.22)
O (-3.26, -4.56, -1.33)
O (-2.15, -3.45, 0.07)
H (-6.46, -5.77, 3.61)
H (-7.20, -6.01, 1.25)
H (-5.58, -5.11, -0.62)
H (-3.07, -3.65, 2.54)
H (-4.59, -4.47, 4.24)
C (-7.63, -2.59, -2.57)
C (-6.79, -2.42, -3.82)
C (-5.52, -1.55, -3.64)
C (-4.49, -2.01, -2.64)
C (-3.25, -1.07, -2.69)
C (-3.66, 0.31, -2.44)
H (-8.50, -3.22, -2.72)
H (-8.08, -1.67, -2.20)
H (-7.17, -2.99, -1.67)
H (-6.41, -3.42, -4.01)
H (-7.39, -2.02, -4.64)
H (-5.87, -0.60, -3.24)
H (-5.03, -1.37, -4.60)
H (-4.99, -2.06, -1.68)
H (-4.30, -3.01, -3.03)
H (-2.65, -1.36, -1.83)
H (-2.73, -1.17, -3.65)
H (-3.99, 0.84, -3.33)
H (-4.45, 0.40, -1.70)
H (-2.87, 0.95, -2.04)
C (6.24, -2.21, -3.53)
C (5.24, -2.38, -2.40)
C (5.59, -3.56, -1.51)
C (4.54, -4.05, -0.51)
C (3.11, -4.47, -1.05)
C (2.25, -4.81, 0.16)
H (6.00, -1.28, -4.05)
H (6.23, -2.96, -4.31)
H (7.26, -2.05, -3.16)
H (5.24, -1.52, -1.73)
H (4.26, -2.52, -2.85)
H (6.49, -3.27, -0.96)
H (5.88, -4.40, -2.14)
H (4.96, -4.97, -0.10)
H (4.47, -3.33, 0.31)
H (2.71, -3.51, -1.37)
H (3.11, -5.24, -1.83)
H (2.20, -4.01, 0.90)
H (1.19, -4.99, -0.05)
H (2.72, -5.70, 0.57)
C (-1.92, 4.78, 2.50)
C (-1.29, 5.43, 1.28)
C (-0.77, 4.43, 0.27)
C (-1.78, 3.72, -0.65)
C (-1.32, 3.50, -2.16)
C (-0.24, 2.42, -2.40)
H (-1.38, 4.05, 3.10)
H (-2.86, 4.38, 2.15)
H (-2.20, 5.53, 3.25)
H (-2.02, 6.03, 0.73)
H (-0.50, 6.16, 1.46)
H (-0.08, 3.75, 0.78)
H (-0.24, 5.07, -0.44)
H (-2.10, 2.70, -0.48)
H (-2.66, 4.36, -0.74)
H (-2.23, 3.45, -2.76)
H (-1.01, 4.44, -2.62)
H (-0.01, 2.30, -3.46)
H (0.73, 2.76, -2.01)
H (-0.46, 1.42, -2.03)

spin multiplicity: 2
LUMO (alpha / beta): -0.188 / -0.315 Ha
F_max: 3.75 eV/A
orbital gap (alpha / beta): 6.130 / 2.667 eV
charge: +1

> The lowest charge belongs to which entry?

C54H67LaNO9PS

> Number 1 is which compound?

C54H67LaNO9PS

> Which formula does entry 2 have?

C54H69N2P2RhSSb